Record 1
The following is a quantum chemistry calculation of a 14-piece molecular cluster, C64H165N9O28 overall, from OMol25.

Cartesian coordinates (Å):
C: 7.60 -11.96 3.89
C: 6.23 -12.16 4.53
O: 5.15 -11.92 3.59
O: 7.95 -13.09 3.12
H: 8.46 -11.60 4.46
H: 7.44 -11.16 3.17
H: 6.28 -11.40 5.30
H: 6.33 -13.14 4.99
H: 5.42 -12.39 2.80
H: 7.28 -13.11 2.43
C: 19.06 -12.61 -5.81
C: 18.11 -13.75 -6.28
O: 16.93 -13.21 -6.79
O: 19.49 -11.92 -6.98
H: 19.94 -12.94 -5.26
H: 18.64 -11.87 -5.13
H: 17.70 -14.33 -5.45
H: 18.59 -14.44 -6.97
H: 17.33 -12.62 -7.43
H: 20.26 -11.34 -6.89
C: 20.63 -6.24 3.38
C: 19.42 -6.42 4.35
O: 19.52 -7.76 4.87
O: 20.51 -6.94 2.17
H: 21.52 -6.64 3.84
H: 20.76 -5.18 3.16
H: 18.39 -6.34 3.98
H: 19.33 -5.74 5.20
H: 19.43 -8.41 4.17
H: 19.88 -7.66 2.20
C: 11.46 -6.72 8.92
C: 10.66 -7.99 8.34
O: 9.33 -7.60 8.03
O: 11.34 -5.69 7.89
H: 12.43 -6.94 9.36
H: 10.85 -6.34 9.74
H: 10.68 -8.80 9.07
H: 11.28 -8.30 7.51
H: 8.81 -7.67 8.84
H: 10.44 -5.36 7.87
C: 25.12 -14.29 4.88
C: 26.20 -15.14 5.72
O: 26.03 -14.90 7.05
O: 25.02 -14.83 3.51
H: 25.45 -13.26 4.83
H: 24.12 -14.27 5.31
H: 27.22 -14.87 5.43
H: 25.99 -16.17 5.45
H: 25.27 -15.33 7.45
H: 25.60 -14.44 2.85
C: 0.01 5.52 5.47
O: -0.01 4.85 4.27
C: -0.98 3.88 4.18
C: -1.07 3.03 2.88
N: -0.02 2.11 2.48
C: -0.53 1.25 1.47
C: 0.55 0.36 0.80
O: 1.46 1.05 -0.07
C: 2.25 0.11 -0.78
H: 0.90 6.12 5.67
H: 0.04 4.94 6.39
H: -0.87 6.16 5.48
H: -1.92 4.36 4.44
H: -0.76 3.19 4.99
H: -1.14 3.81 2.12
H: -2.08 2.61 2.88
H: 0.71 2.61 1.99
H: -0.87 1.92 0.67
H: -1.34 0.63 1.84
H: 0.01 -0.40 0.23
H: 1.03 -0.19 1.61
H: 2.16 0.45 -1.81
H: 1.87 -0.91 -0.88
H: 3.32 0.33 -0.70
C: 27.47 -12.94 -5.21
O: 26.54 -12.76 -4.14
C: 26.89 -11.70 -3.18
C: 28.18 -11.89 -2.30
N: 28.19 -13.20 -1.67
C: 29.45 -13.79 -1.37
C: 30.27 -14.39 -2.58
O: 29.63 -15.42 -3.31
C: 30.20 -16.71 -3.12
H: 27.42 -12.10 -5.91
H: 27.38 -13.81 -5.86
H: 28.48 -12.96 -4.80
H: 26.10 -11.65 -2.43
H: 26.99 -10.75 -3.69
H: 28.28 -11.21 -1.46
H: 28.96 -11.80 -3.06
H: 27.68 -13.75 -2.35
H: 29.18 -14.73 -0.89
H: 29.97 -13.15 -0.65
H: 31.30 -14.67 -2.32
H: 30.48 -13.47 -3.11
H: 29.90 -17.53 -3.77
H: 29.90 -16.99 -2.11
H: 31.28 -16.63 -3.07
C: 11.56 -19.61 -0.36
O: 11.54 -19.13 -1.72
C: 12.31 -17.95 -1.91
C: 11.31 -16.79 -2.07
N: 10.20 -17.01 -2.91
C: 10.56 -16.97 -4.31
C: 9.31 -17.59 -5.16
O: 9.03 -18.93 -4.73
C: 10.06 -19.86 -5.06
H: 10.87 -18.91 0.12
H: 12.51 -19.46 0.16
H: 11.14 -20.61 -0.32
H: 12.76 -18.18 -2.87
H: 13.07 -17.86 -1.13
H: 11.82 -15.84 -2.23
H: 10.91 -16.55 -1.09
H: 9.95 -17.96 -2.70
H: 11.56 -17.35 -4.55
H: 10.53 -15.93 -4.62
H: 9.56 -17.59 -6.22
H: 8.45 -16.93 -5.09
H: 9.87 -20.23 -6.07
H: 10.11 -20.77 -4.45
H: 11.05 -19.43 -4.98
C: 16.99 -11.00 0.08
O: 16.14 -9.92 0.20
C: 14.79 -10.44 0.13
C: 13.77 -9.42 0.75
N: 13.18 -8.60 -0.36
C: 12.49 -9.27 -1.43
C: 11.95 -8.36 -2.57
O: 10.95 -7.58 -2.08
C: 10.36 -6.72 -3.06
H: 16.64 -11.72 -0.65
H: 17.13 -11.51 1.03
H: 17.95 -10.54 -0.15
H: 14.69 -11.37 0.68
H: 14.53 -10.84 -0.85
H: 14.34 -8.76 1.41
H: 13.01 -10.00 1.28
H: 12.84 -7.68 -0.12
H: 11.55 -9.69 -1.09
H: 12.98 -10.13 -1.89
H: 11.35 -9.00 -3.22
H: 12.83 -7.97 -3.09
H: 10.92 -5.82 -3.33
H: 9.36 -6.32 -2.89
H: 10.29 -7.19 -4.04
C: 1.82 -13.80 -3.31
O: 2.30 -13.23 -2.16
C: 3.71 -12.69 -2.09
C: 4.81 -13.87 -2.03
N: 4.97 -14.62 -0.81
C: 3.90 -15.62 -0.66
C: 4.25 -16.80 0.29
O: 5.34 -17.46 -0.32
C: 5.06 -18.36 -1.31
H: 1.82 -13.08 -4.13
H: 0.84 -14.23 -3.50
H: 2.59 -14.54 -3.53
H: 3.85 -12.04 -1.23
H: 3.94 -12.03 -2.93
H: 5.79 -13.55 -2.38
H: 4.51 -14.59 -2.79
H: 5.76 -15.23 -0.93
H: 3.49 -16.00 -1.60
H: 3.01 -15.12 -0.28
H: 3.49 -17.52 0.59
H: 4.71 -16.47 1.22
H: 4.99 -19.40 -0.97
H: 5.95 -18.12 -1.89
H: 4.24 -18.12 -1.98
C: 5.65 -12.24 -10.09
O: 6.00 -11.45 -9.01
C: 6.98 -10.48 -9.47
C: 8.48 -10.90 -9.32
N: 9.44 -9.91 -9.60
C: 10.83 -10.32 -9.45
C: 11.74 -9.42 -10.28
O: 13.12 -9.74 -10.01
C: 13.61 -8.88 -8.95
H: 4.87 -12.88 -9.69
H: 6.53 -12.74 -10.47
H: 5.22 -11.68 -10.92
H: 6.80 -9.52 -8.98
H: 7.07 -10.25 -10.53
H: 8.73 -11.74 -9.97
H: 8.71 -11.12 -8.27
H: 9.44 -9.82 -10.61
H: 10.88 -11.25 -10.02
H: 11.16 -10.46 -8.42
H: 11.54 -8.37 -10.11
H: 11.51 -9.70 -11.31
H: 13.35 -9.26 -7.97
H: 13.18 -7.88 -8.95
H: 14.67 -8.63 -8.98
C: 13.28 0.03 -8.79
O: 14.18 1.10 -9.19
C: 13.68 2.44 -8.98
C: 14.81 3.56 -9.28
N: 15.22 4.04 -7.97
C: 16.22 5.07 -7.98
C: 16.76 5.51 -6.64
O: 17.97 6.21 -6.90
C: 17.78 7.57 -7.32
H: 12.27 0.13 -9.20
H: 13.04 0.25 -7.75
H: 13.90 -0.86 -8.82
H: 13.21 2.74 -8.05
H: 12.84 2.60 -9.66
H: 14.50 4.25 -10.06
H: 15.74 3.18 -9.71
H: 15.29 3.31 -7.27
H: 15.95 5.96 -8.55
H: 17.03 4.55 -8.49
H: 16.92 4.62 -6.04
H: 15.99 6.05 -6.09
H: 17.22 8.23 -6.66
H: 17.13 7.67 -8.19
H: 18.77 7.95 -7.55
C: 10.57 1.87 6.80
O: 11.51 2.95 6.74
C: 12.86 2.58 6.66
C: 13.48 2.83 5.24
N: 14.23 1.72 4.71
C: 13.41 0.56 4.38
C: 14.22 -0.56 3.54
O: 14.00 -0.32 2.15
C: 14.17 -1.41 1.25
H: 9.65 2.45 6.75
H: 10.53 1.35 7.76
H: 10.60 1.15 5.98
H: 12.89 1.54 6.98
H: 13.43 3.16 7.39
H: 14.04 3.76 5.32
H: 12.72 3.07 4.50
H: 14.70 1.80 3.82
H: 12.54 0.91 3.84
H: 12.84 0.07 5.16
H: 14.01 -1.58 3.86
H: 15.30 -0.62 3.67
H: 13.91 -1.03 0.27
H: 13.45 -2.22 1.34
H: 15.19 -1.77 1.17
C: 8.05 -17.50 8.32
O: 9.20 -16.75 8.75
C: 10.42 -17.34 8.44
C: 10.83 -17.17 7.01
N: 12.01 -17.93 6.57
C: 13.29 -17.64 7.27
C: 14.39 -18.25 6.58
O: 14.74 -17.81 5.29
C: 16.03 -18.33 4.89
H: 7.91 -17.37 7.24
H: 7.10 -17.13 8.71
H: 7.97 -18.55 8.58
H: 11.17 -16.98 9.14
H: 10.50 -18.42 8.54
H: 9.97 -17.42 6.38
H: 11.04 -16.12 6.80
H: 12.22 -17.79 5.59
H: 13.52 -16.59 7.41
H: 13.20 -18.02 8.29
H: 15.24 -18.03 7.23
H: 14.40 -19.34 6.59
H: 16.67 -18.60 5.73
H: 16.58 -17.68 4.21
H: 15.85 -19.28 4.39

For the relative energy (zero: lowest compared OMol25 entry of this formula, charge and spin), the calculation gives 1072.4 kJ/mol.

---

Record 2
The following is a quantum chemistry calculation of a 11-piece molecular cluster, C20H64BF4N4O10 overall, from OMol25.

Cartesian coordinates (Å):
B: -0.09 -0.50 -0.50
F: -0.23 -1.89 -0.37
F: 1.24 -0.13 -0.56
F: -0.70 -0.21 -1.67
F: -0.63 0.14 0.56
C: -2.56 1.97 -3.19
C: -2.83 2.98 -4.29
O: -1.72 3.88 -4.33
H: -3.38 1.25 -3.08
H: -2.32 2.32 -2.19
H: -1.65 1.40 -3.40
H: -3.74 3.57 -4.11
H: -2.87 2.50 -5.26
H: -1.96 4.66 -4.83
C: -5.43 -1.22 2.20
C: -4.19 -0.39 1.83
O: -3.17 -1.36 1.55
H: -5.58 -1.84 1.31
H: -6.39 -0.71 2.15
H: -5.37 -1.72 3.16
H: -3.88 0.21 2.69
H: -4.30 0.23 0.94
H: -2.32 -0.96 1.36
O: 2.43 -1.58 -2.94
H: 2.80 -0.76 -3.26
H: 1.76 -1.31 -2.30
O: 2.13 0.38 2.04
H: 1.53 0.01 1.39
H: 2.98 0.36 1.61
O: -0.35 -1.13 -4.00
H: -0.65 -0.77 -3.16
H: 0.56 -0.84 -4.07
O: -0.02 1.64 2.77
H: -0.45 1.21 2.04
H: 0.90 1.40 2.69
C: 2.31 5.68 1.52
C: 0.99 5.97 0.90
C: 0.38 4.66 0.34
O: 1.15 4.25 -0.73
C: 0.76 3.02 -1.27
N: 0.19 6.39 2.04
H: 2.30 5.03 2.40
H: 2.87 6.56 1.84
H: 2.78 5.07 0.75
H: 1.01 6.76 0.16
H: -0.64 4.86 0.01
H: 0.31 3.86 1.09
H: 1.56 2.85 -1.99
H: -0.19 2.95 -1.79
H: 0.81 2.17 -0.59
H: -0.78 6.41 1.73
H: 0.12 5.70 2.77
C: -2.35 -1.28 5.00
C: -0.88 -1.72 4.66
C: -0.67 -2.44 3.34
O: 0.67 -3.10 3.34
C: 1.01 -3.58 2.09
N: -0.07 -0.52 4.67
H: -2.35 -1.07 6.07
H: -3.00 -2.15 4.88
H: -2.65 -0.46 4.34
H: -0.58 -2.33 5.51
H: -0.82 -1.79 2.48
H: -1.40 -3.25 3.37
H: 1.25 -2.84 1.33
H: 0.28 -4.27 1.67
H: 1.80 -4.33 2.12
H: 0.85 -0.56 4.25
H: -0.42 0.01 3.88
C: 5.09 2.97 1.16
C: 5.02 2.46 -0.27
C: 4.38 1.08 -0.56
O: 4.98 0.02 0.21
C: 4.69 -1.30 -0.33
N: 4.21 3.44 -0.89
H: 4.08 2.87 1.56
H: 5.59 3.93 1.27
H: 5.70 2.27 1.73
H: 6.03 2.48 -0.69
H: 4.35 0.87 -1.63
H: 3.31 1.07 -0.41
H: 5.07 -1.48 -1.33
H: 3.62 -1.50 -0.33
H: 5.05 -2.14 0.26
H: 3.30 3.50 -0.47
H: 4.62 4.35 -0.71
C: -2.14 -4.47 -0.44
C: -1.66 -4.29 -1.87
C: -2.34 -5.27 -2.86
O: -1.60 -5.44 -4.05
C: -2.01 -6.55 -4.88
N: -1.94 -2.95 -2.39
H: -1.55 -3.77 0.16
H: -1.89 -5.48 -0.12
H: -3.21 -4.28 -0.37
H: -0.60 -4.51 -2.00
H: -3.35 -5.00 -3.16
H: -2.45 -6.22 -2.32
H: -1.23 -6.81 -5.59
H: -2.93 -6.46 -5.46
H: -2.00 -7.48 -4.30
H: -1.46 -2.36 -1.72
H: -2.92 -2.82 -2.18

The charge is -1. For the relative energy (zero: lowest compared OMol25 entry of this formula, charge and spin), the calculation gives 175.2 kJ/mol.

---

Record 3
The following is a quantum chemistry calculation of C20H32B2Br2F8N3O2Tl as an isolated structure, from OMol25.

Cartesian coordinates (Å):
Tl: 3.91 1.20 -0.72
B: 3.94 -1.05 1.68
F: 3.17 -0.13 2.39
F: 4.45 -2.10 2.47
F: 3.21 -1.47 0.54
F: 5.11 -0.35 1.24
B: 2.55 3.81 2.48
F: 3.52 3.91 3.44
F: 2.90 2.92 1.43
F: 1.32 3.38 3.06
F: 2.37 5.05 1.83
C: 0.01 0.50 1.11
C: -0.07 1.58 0.03
O: 0.98 1.60 -0.76
H: -0.92 0.40 1.68
H: 0.80 0.77 1.81
H: 0.21 -0.50 0.74
H: -0.16 2.58 0.56
H: -0.98 1.57 -0.59
C: 0.83 -2.38 -2.84
C: 1.62 -2.21 -4.18
C: 2.90 -1.55 -3.73
O: 2.70 -1.04 -2.38
C: 1.37 -1.24 -2.00
H: 1.25 -3.28 -2.37
H: -0.24 -2.54 -2.95
H: 1.07 -1.55 -4.85
H: 1.70 -3.21 -4.61
H: 3.07 -0.61 -4.27
H: 3.69 -2.28 -3.91
H: 0.71 -0.38 -2.23
H: 1.33 -1.44 -0.92
Br: -3.18 -1.95 -0.78
C: -2.33 -3.68 -0.36
C: -1.98 -3.64 1.09
Br: -1.11 -5.36 1.46
H: -1.41 -3.71 -0.95
H: -2.79 -4.63 -0.62
H: -2.79 -3.47 1.80
H: -1.30 -2.82 1.31
N: -1.88 0.44 -3.46
C: -3.16 0.84 -3.73
C: -3.20 1.37 -5.01
C: -1.90 1.25 -5.54
C: -1.15 0.55 -4.61
H: -1.74 0.00 -2.56
H: -3.85 0.76 -2.91
H: -4.05 1.73 -5.56
H: -1.53 1.46 -6.53
H: -0.13 0.21 -4.69
N: 1.73 -2.62 4.43
C: 1.14 -1.87 3.44
C: -0.17 -1.66 3.79
C: -0.37 -2.17 5.07
C: 0.81 -2.78 5.44
H: 2.59 -3.14 4.31
H: 1.53 -1.73 2.44
H: -0.90 -1.22 3.14
H: -1.30 -2.37 5.57
H: 1.06 -3.40 6.28
N: -1.59 4.32 2.18
C: -2.87 3.82 2.42
C: -3.63 4.09 1.31
C: -2.91 4.74 0.36
C: -1.63 4.86 0.93
H: -0.78 4.26 2.80
H: -2.96 3.39 3.41
H: -4.68 3.82 1.25
H: -3.23 5.08 -0.61
H: -0.70 5.26 0.55

---

Record 4
The following is a quantum chemistry calculation of a 3-piece molecular cluster, C3H13N2O3 overall, from OMol25.

Cartesian coordinates (Å):
N: -0.93 -1.78 0.02
C: -1.27 -0.55 -0.72
C: -0.90 0.66 0.08
N: -0.82 1.79 -0.65
C: -0.54 1.89 -2.09
O: -0.82 0.66 1.29
H: -1.34 -2.56 -0.47
H: -1.39 -1.86 0.94
H: 0.11 -1.79 0.14
H: -0.81 -0.61 -1.70
H: -2.35 -0.49 -0.84
H: -0.86 2.68 -0.18
H: 0.22 1.14 -2.36
H: -0.12 2.85 -2.33
H: -1.42 1.65 -2.67
H: 1.93 -3.08 -0.52
H: 2.59 -1.74 -0.10
O: 1.77 -2.25 -0.08
H: 1.66 0.00 1.78
H: 3.22 0.43 1.66
O: 2.46 0.28 2.23

The charge is +1. For the relative energy (zero: lowest compared OMol25 entry of this formula, charge and spin), the calculation gives 128.6 kJ/mol.

---

Record 5
The following is a quantum chemistry calculation of a 5-piece molecular cluster, C2H15NO4 overall, from OMol25.

Cartesian coordinates (Å):
C: -1.69 -3.90 -0.51
C: -1.65 -2.35 -0.96
N: -0.47 -1.73 -0.44
H: -0.67 -4.30 -0.49
H: -2.51 -4.50 -1.14
H: -2.06 -3.83 0.47
H: -2.55 -1.84 -0.58
H: -1.89 -2.17 -2.11
H: -0.26 -0.85 -0.93
H: 0.35 -2.23 -0.69
O: -0.30 3.53 -0.27
H: -0.54 2.99 -1.03
H: 0.63 3.44 0.03
O: 1.86 2.61 1.61
H: 1.07 2.08 1.55
H: 1.70 3.23 2.36
O: 2.34 0.42 -1.09
H: 2.58 0.05 -0.25
H: 2.97 1.05 -1.52
O: -0.63 0.55 1.44
H: -1.07 -0.23 2.03
H: -0.53 -0.08 0.66

As for the SMILES: CCN.O.O.O.O. For the relative energy (zero: lowest compared OMol25 entry of this formula, charge and spin), the calculation gives 179.4 kJ/mol.

---

no.,frontier orbital gap (eV)
1,8.486
2,8.835
3,2.230
4,10.238
5,10.478